P | A cluster of 2 separate species, C4H13N3O2 in total. Source: the Open Molecules 2025 dataset; level of theory: ωB97M-V/def2-TZVPD.

Computed properties:
- LUMO energy (Ha) = -0.0027
- multiplicity = 1
- Kohn-Sham gap (eV) = 6.868
- HOMO level (eV) = -6.9

Each line ends with the Löwdin charge.
Atoms and positions in Å:
1 C -1.04 -1.00 -1.76  0.05
2 C 0.53 -1.98 0.83  -0.14
3 N -0.40 -0.87 0.77  -0.07
4 N -1.75 -0.03 -2.31  0.12
5 H -1.06 -0.74 1.52  0.11
6 H -2.68 0.13 -1.94  0.13
7 H -1.21 0.75 -2.67  0.12
8 H -1.59 -1.76 -1.22  0.10
9 H -0.11 -1.27 -2.22  0.10
10 H -0.03 -2.91 0.69  0.07
11 H 1.05 -2.06 1.79  0.07
12 H 1.28 -1.90 0.05  0.08
13 C 1.00 0.92 1.36  -0.22
14 C 0.06 0.47 0.06  -0.71
15 N 1.76 2.12 1.08  -0.02
16 O -1.14 1.33 0.12  -0.05
17 O 0.75 0.40 -1.03  -0.12
18 H -0.93 2.15 -0.34  0.08
19 H 1.17 2.94 1.07  0.05
20 H 2.30 1.98 0.23  0.06
21 H 1.73 0.20 1.73  0.09
22 H 0.32 1.13 2.19  0.10

Q | A cluster of 2 separate species, C4H13N3O2 in total. Source: the Open Molecules 2025 dataset; level of theory: ωB97M-V/def2-TZVPD.

Computed properties:
- LUMO energy (Ha) = 0.0194
- SMILES = CC(C)C(=O)O.NNN
- multiplicity = 1
- Kohn-Sham gap (eV) = 8.159
- HOMO level (eV) = -7.6

Each line ends with the Löwdin charge.
Atoms and positions in Å:
1 C -1.81 -1.19 0.46  -0.07
2 C -1.20 -0.21 -0.53  -0.34
3 C -2.07 -0.07 -1.77  -0.07
4 C 0.27 -0.59 -0.97  -0.50
5 O 0.83 -0.19 -1.98  0.08
6 O 0.83 -1.59 -0.26  0.07
7 H -1.91 -2.19 0.03  0.09
8 H -2.81 -0.86 0.77  0.09
9 H -1.20 -1.28 1.37  0.08
10 H -1.12 0.77 -0.05  0.13
11 H -2.23 -1.04 -2.25  0.09
12 H -3.05 0.35 -1.51  0.09
13 H -1.61 0.59 -2.51  0.08
14 H 1.64 -1.81 -0.75  0.14
15 N 1.46 2.23 0.77  -0.03
16 N 1.35 1.06 1.52  -0.26
17 N 2.61 0.75 2.04  -0.03
18 H 2.44 2.45 0.58  0.06
19 H 1.00 2.18 -0.13  0.06
20 H 0.88 0.24 0.97  0.10
21 H 3.22 0.29 1.36  0.06
22 H 2.52 0.11 2.83  0.08

R | A cluster of 3 separate species, C4H13N3O2 in total. Source: the Open Molecules 2025 dataset; level of theory: ωB97M-V/def2-TZVPD.

Computed properties:
- LUMO energy (spin up / spin down) (Ha) = -0.0081 / 0.0082
- multiplicity = 1
- Kohn-Sham gap (spin up / spin down) (eV) = 6.850 / 7.747
- HOMO level (spin up / spin down) (eV) = -7.1 / -7.5

Each line ends with the Löwdin charge.
Atoms and positions in Å:
1 C -1.67 -0.03 -0.25  -0.26
2 C -2.26 -1.06 0.67  -0.12
3 C -1.75 -0.28 -1.72  -0.11
4 C 0.90 -0.10 -0.28  -0.55
5 O 1.19 -1.43 -0.08  0.03
6 O 1.28 0.48 -1.29  -0.01
7 H 1.57 -1.76 -0.90  0.11
8 H -1.83 1.01 0.04  0.10
9 H -1.85 -2.04 0.46  0.08
10 H -3.35 -1.11 0.53  0.08
11 H -2.10 -0.81 1.72  0.08
12 H -1.49 -1.32 -1.95  0.08
13 H -2.76 -0.09 -2.09  0.09
14 H -1.07 0.37 -2.28  0.07
15 N 1.62 0.92 1.27  -0.21
16 N 1.75 2.21 0.86  0.02
17 N 2.82 0.33 1.57  0.02
18 H -0.19 0.11 0.33  0.14
19 H 2.25 2.29 -0.04  0.09
20 H 0.83 2.60 0.72  0.09
21 H 3.47 0.32 0.79  0.10
22 H 2.64 -0.60 1.92  0.09

Short version: Q, P, R, most stable first.

P | A cluster of 2 separate species, C4H12S2 in total. Source: the Open Molecules 2025 dataset; level of theory: ωB97M-V/def2-TZVPD.

Computed properties:
- LUMO energy (Ha) = 0.0261
- SMILES = CCS.CSC
- multiplicity = 1
- Kohn-Sham gap (eV) = 8.967
- HOMO level (eV) = -8.3

Each line ends with the Löwdin charge.
Atoms and positions in Å:
1 C 1.41 3.48 -0.83  -0.22
2 C 1.00 2.15 -0.13  -0.53
3 S 2.67 1.24 0.23  0.63
4 H 0.97 4.51 -0.65  0.08
5 H 2.42 3.62 -0.90  -0.02
6 H 1.11 3.40 -1.97  0.10
7 H 0.24 1.67 -0.81  0.07
8 H 0.59 2.19 0.96  0.08
9 H 2.36 0.91 1.46  -0.20
10 C -1.53 -3.47 -0.62  -0.47
11 S -2.63 -2.27 0.11  0.71
12 C -1.40 -1.74 1.34  -0.42
13 H -2.17 -4.36 -0.75  0.02
14 H -1.22 -3.14 -1.63  0.03
15 H -0.48 -3.59 -0.20  0.06
16 H -0.62 -2.51 1.43  0.03
17 H -1.72 -1.16 2.24  0.05
18 H -1.04 -0.92 0.72  -0.01

Q | A cluster of 2 separate species, C4H12S2 in total. Source: the Open Molecules 2025 dataset; level of theory: ωB97M-V/def2-TZVPD.

Computed properties:
- LUMO energy (Ha) = 0.0357
- SMILES = CCS.CCS
- multiplicity = 1
- Kohn-Sham gap (eV) = 9.806
- HOMO level (eV) = -8.8

Each line ends with the Löwdin charge.
Atoms and positions in Å:
1 C -0.82 -0.51 -4.62  -0.20
2 C -0.52 -1.46 -5.76  -0.64
3 S -2.02 -1.70 -6.77  0.65
4 H -1.15 0.46 -5.04  0.07
5 H 0.12 -0.35 -4.07  0.07
6 H -1.59 -0.86 -3.91  0.07
7 H 0.24 -1.12 -6.49  0.06
8 H -0.22 -2.47 -5.40  0.07
9 H -1.51 -2.83 -7.31  -0.15
10 C 1.16 0.45 5.77  -0.25
11 C 0.21 1.64 5.70  -0.62
12 S 0.38 2.09 3.94  0.66
13 H 0.88 -0.13 6.66  0.07
14 H 2.15 0.91 5.95  0.07
15 H 1.24 -0.23 4.91  0.06
16 H -0.83 1.37 5.99  0.07
17 H 0.55 2.45 6.37  0.07
18 H 1.71 2.30 4.10  -0.13

Short version: Q, P, most stable first.

P | The ion C5H13N2S with charge -1. Source: the Open Molecules 2025 dataset; level of theory: ωB97M-V/def2-TZVPD.

Computed properties:
- LUMO energy (Ha) = 0.1202
- SMILES = C[C@H](N)CNCC[S-]
- multiplicity = 1
- Kohn-Sham gap (eV) = 5.653
- net charge = -1
- HOMO level (eV) = -2.4

Each line ends with the Löwdin charge.
Atoms and positions in Å:
1 C -0.61 1.79 -3.28  -0.09
2 C -1.23 0.96 -2.09  -0.45
3 N -2.11 1.82 -1.26  0.01
4 C -0.02 0.30 -1.39  -0.21
5 N -0.55 -0.26 -0.12  -0.11
6 C 0.25 -0.13 1.14  -0.33
7 C 1.31 -1.22 1.27  -0.77
8 S 1.57 -1.72 3.05  0.02
9 H -0.09 1.12 -3.97  0.06
10 H -0.07 2.62 -2.86  0.06
11 H -1.40 1.94 -4.03  0.06
12 H -1.95 0.25 -2.49  0.12
13 H -2.14 1.23 -0.43  0.05
14 H -1.67 2.70 -1.01  0.05
15 H 0.84 0.94 -1.19  0.11
16 H 0.33 -0.38 -2.19  0.11
17 H -0.66 -1.25 -0.31  0.09
18 H 0.50 0.93 1.25  0.10
19 H -0.48 -0.42 1.92  0.07
20 H 2.30 -0.87 0.97  0.01
21 H 1.05 -2.14 0.74  0.02

Q | The ion C5H13N2S with charge -1. Source: the Open Molecules 2025 dataset; level of theory: ωB97M-V/def2-TZVPD.

Computed properties:
- LUMO energy (Ha) = 0.1400
- SMILES = CCN[C@H](CN)C[S-]
- multiplicity = 1
- Kohn-Sham gap (eV) = 6.267
- net charge = -1
- HOMO level (eV) = -2.5

Each line ends with the Löwdin charge.
Atoms and positions in Å:
1 C -0.05 -1.20 -2.85  -0.12
2 C 0.42 -0.89 -1.43  -0.32
3 N -0.33 0.19 -0.79  -0.06
4 C 0.02 0.37 0.62  -0.50
5 C -1.12 -0.10 1.54  -0.27
6 N -0.73 -0.43 2.92  -0.03
7 C 0.57 1.78 0.89  -0.70
8 S 2.30 1.78 0.27  0.10
9 H -1.12 -1.14 -2.99  0.06
10 H 0.28 -0.39 -3.53  0.07
11 H 0.40 -2.12 -3.21  0.06
12 H 1.49 -0.66 -1.36  0.08
13 H 0.25 -1.83 -0.89  0.10
14 H -0.20 1.03 -1.34  0.09
15 H 0.84 -0.34 0.83  0.09
16 H -1.69 -0.93 1.13  0.09
17 H -1.77 0.78 1.67  0.11
18 H -0.40 0.43 3.34  0.05
19 H 0.10 -1.03 2.90  0.05
20 H 0.06 2.58 0.36  0.02
21 H 0.69 2.13 1.92  0.02

R | A cluster of 2 separate species, C5H13N2S in total. Source: the Open Molecules 2025 dataset; level of theory: ωB97M-V/def2-TZVPD.

Computed properties:
- LUMO energy (Ha) = 0.0958
- multiplicity = 1
- Kohn-Sham gap (eV) = 4.889
- net charge = -1
- HOMO level (eV) = -2.3

Each line ends with the Löwdin charge.
Atoms and positions in Å:
1 C -2.35 0.86 0.30  -0.15
2 N -2.19 0.16 1.41  0.01
3 C 0.51 -1.46 -0.18  -0.33
4 C 0.65 -2.15 -1.55  -0.78
5 S 2.37 -2.76 -1.85  0.03
6 C 1.04 -0.04 -0.09  -0.28
7 N 0.61 0.67 1.13  -0.15
8 C 0.73 2.11 0.96  -0.19
9 H -2.06 -0.56 0.58  0.07
10 H -1.95 1.81 -0.07  0.06
11 H -3.17 0.64 -0.42  0.07
12 H 0.91 -2.08 0.64  0.10
13 H -0.59 -1.39 -0.10  0.06
14 H 0.50 -1.34 -2.24  0.01
15 H -0.08 -2.95 -1.69  0.03
16 H 0.68 0.44 -1.02  0.10
17 H 2.12 0.13 -0.15  0.11
18 H -0.32 0.39 1.49  0.03
19 H 1.81 2.27 0.80  0.07
20 H 0.54 2.61 1.92  0.07
21 H 0.23 2.64 0.12  0.06

Short version: Q, P, R, most stable first.

P | A cluster of 2 separate species, CH6S3 in total. Source: the Open Molecules 2025 dataset; level of theory: ωB97M-V/def2-TZVPD.

Computed properties:
- LUMO energy (Ha) = 0.0181
- SMILES = CSS.S
- multiplicity = 1
- Kohn-Sham gap (eV) = 9.615
- HOMO level (eV) = -9.1

Each line ends with the Löwdin charge.
Atoms and positions in Å:
1 C -1.41 0.27 -1.01  -0.54
2 S -0.52 1.77 -1.25  0.36
3 S -0.19 2.41 0.67  0.28
4 H -2.43 0.44 -0.68  0.03
5 H -1.49 -0.27 -1.95  0.03
6 H -0.84 -0.46 -0.43  0.03
7 H 0.92 1.71 1.05  -0.20
8 S 2.56 -1.88 0.93  0.45
9 H 1.84 -1.18 1.83  -0.23
10 H 1.57 -2.81 0.83  -0.21

Q | A cluster of 2 separate species, CH6S3 in total. Source: the Open Molecules 2025 dataset; level of theory: ωB97M-V/def2-TZVPD.

Computed properties:
- LUMO energy (Ha) = 0.0040
- SMILES = CS.SS
- multiplicity = 1
- Kohn-Sham gap (eV) = 9.168
- HOMO level (eV) = -9.1

Each line ends with the Löwdin charge.
Atoms and positions in Å:
1 C -0.46 -1.46 0.80  -0.47
2 S 0.20 -3.16 1.22  0.60
3 H 0.29 -0.85 1.30  -0.02
4 H -1.36 -1.24 1.37  0.02
5 H -0.53 -1.26 -0.26  0.02
6 H 0.24 -3.51 -0.07  -0.18
7 S 0.99 1.99 -0.38  0.23
8 S -0.92 1.92 -1.27  0.20
9 H 0.50 1.40 0.74  -0.22
10 H -1.23 3.24 -1.04  -0.19

R | A cluster of 2 separate species, CH6S3 in total. Source: the Open Molecules 2025 dataset; level of theory: ωB97M-V/def2-TZVPD.

Computed properties:
- LUMO energy (Ha) = 0.0074
- SMILES = CS.SS
- multiplicity = 1
- Kohn-Sham gap (eV) = 9.188
- HOMO level (eV) = -9.0

Each line ends with the Löwdin charge.
Atoms and positions in Å:
1 C 1.60 -1.08 0.47  -0.50
2 S 2.97 -0.08 1.15  0.61
3 H 1.85 -1.38 -0.56  0.02
4 H 0.68 -0.52 0.42  0.00
5 H 1.57 -2.01 1.03  0.02
6 H 2.68 1.04 0.47  -0.16
7 S -2.52 0.39 0.12  0.23
8 S -2.70 2.15 -0.97  0.24
9 H -2.17 -0.41 -0.85  -0.23
10 H -3.96 1.91 -1.29  -0.23

Short version: P, R, Q, most stable first.